# 1
Density functional theory data (wB97M-V/def2-TZVPD) for C4H8O2 as an isolated structure.

Properties
- HOMO (eV) = -10.2
- energy relative to the best compared isomer or geometry (same formula, charge and spin) (kcal/mol) = 49.7
- frontier orbital gap (eV) = 11.26

Atoms and positions in Å:
C: 1.717 0.512 -0.195
C: 0.532 -0.357 0.152
O: -0.263 -0.094 1.358
C: -1.407 -0.671 0.649
C: -0.762 -0.185 -0.643
O: -1.073 1.187 -0.764
H: 1.438 1.554 -0.372
H: 2.516 0.463 0.549
H: 2.120 0.118 -1.137
H: 0.843 -1.410 0.191
H: -2.392 -0.237 0.844
H: -1.434 -1.746 0.845
H: -0.896 -0.654 -1.619
H: -0.939 1.519 0.141

Here are the natural (NBO) charges for atoms 1 to 6, given in e: -0.638, 0.074, -0.544, -0.103, 0.051, -0.706

=====

# 2
Density functional theory data (wB97M-V/def2-TZVPD) for a 3-piece molecular cluster, C14H35NO8S2 overall.

Properties
- HOMO (eV) = -9.3
- SMILES = CCCCOC[C@@H](N)OCC.CCOS(C)(=O)=O.CCOS(C)(=O)=O
- frontier orbital gap (eV) = 9.86

Atoms and positions in Å:
C: 4.773 -0.795 -0.962
C: 3.671 -1.266 -0.017
C: 2.626 -2.170 -0.699
C: 1.283 -1.481 -0.936
O: 0.215 -2.413 -0.784
C: -0.774 -2.373 -1.786
C: -1.794 -1.267 -1.568
N: -2.321 -1.383 -0.251
O: -1.187 -0.009 -1.936
C: -1.065 1.008 -0.956
C: -0.125 2.062 -1.515
H: 5.246 -1.635 -1.468
H: 5.549 -0.257 -0.417
H: 4.368 -0.130 -1.727
H: 4.128 -1.802 0.815
H: 3.188 -0.387 0.411
H: 2.454 -3.077 -0.125
H: 3.027 -2.467 -1.669
H: 1.143 -0.668 -0.219
H: 1.244 -1.047 -1.936
H: -0.328 -2.269 -2.778
H: -1.301 -3.326 -1.748
H: -2.610 -1.419 -2.279
H: -3.068 -0.742 -0.041
H: -1.613 -1.394 0.466
H: -0.637 0.617 -0.031
H: -2.047 1.437 -0.738
H: 0.903 1.712 -1.428
H: -0.193 2.990 -0.953
H: -0.340 2.239 -2.566
O: -5.301 -4.379 3.945
S: -5.288 -5.290 2.840
O: -4.819 -6.626 3.036
O: -4.513 -4.617 1.632
C: -3.200 -4.063 1.900
C: -2.131 -5.126 2.047
C: -6.876 -5.343 2.086
H: -3.255 -3.425 2.784
H: -2.982 -3.432 1.041
H: -2.289 -5.742 2.931
H: -1.155 -4.646 2.131
H: -2.123 -5.782 1.177
H: -7.220 -4.327 1.917
H: -7.532 -5.862 2.781
H: -6.799 -5.896 1.154
O: 1.855 4.623 -0.624
S: 3.062 5.313 -0.282
O: 3.526 5.290 1.070
O: 2.946 6.815 -0.784
C: 1.758 7.554 -0.415
C: 1.767 8.005 1.031
C: 4.364 4.815 -1.353
H: 0.880 6.949 -0.646
H: 1.761 8.411 -1.086
H: 1.719 7.160 1.715
H: 0.905 8.646 1.215
H: 2.676 8.564 1.252
H: 4.013 4.857 -2.379
H: 4.619 3.795 -1.075
H: 5.214 5.473 -1.195

Here are the natural (NBO) charges for atoms 1 to 6, given in e: -0.601, -0.396, -0.430, -0.057, -0.550, -0.074

=====

# 3
Density functional theory data (wB97M-V/def2-TZVPD) for C6H9N as an isolated structure.

Properties
- HOMO (spin up / spin down) (eV) = -6.5 / -6.5
- energy relative to the best compared isomer or geometry (same formula, charge and spin) (kcal/mol) = 165.2
- frontier orbital gap (spin up / spin down) (eV) = 7.43 / 7.43

Atoms and positions in Å:
C: -0.584 1.230 1.358
N: -0.068 0.371 0.556
C: -0.359 -1.044 0.129
C: -0.480 -0.304 -1.188
C: 0.768 0.401 -0.696
C: 1.815 -0.679 -0.333
C: 1.067 -1.638 0.213
H: -1.324 0.906 2.079
H: -0.265 2.264 1.307
H: -2.240 1.589 -0.281
H: -1.194 -1.543 0.626
H: -1.903 1.054 -0.756
H: -0.574 -0.787 -2.160
H: 1.093 1.385 -1.046
H: 2.889 -0.621 -0.462
H: 1.359 -2.584 0.654

Here are the natural (NBO) charges for atoms 1 to 6, given in e: -0.119, -0.212, -0.098, -0.450, -0.098, -0.219

=====

# 4
Density functional theory data (wB97M-V/def2-TZVPD) for a 14-piece molecular cluster, C38H70N6O35 overall.

Properties
- HOMO (eV) = -10.0
- frontier orbital gap (eV) = 9.91

Atoms and positions in Å:
C: 1.906 -5.856 2.352
C: 2.940 -5.367 3.372
C: 3.826 -6.292 4.167
O: 5.072 -5.596 4.453
C: 5.132 -4.599 3.544
O: 6.038 -3.848 3.448
O: 4.033 -4.484 2.783
H: 2.358 -6.327 1.462
H: 1.253 -5.025 2.022
H: 1.257 -6.684 2.746
H: 2.405 -4.736 4.181
H: 4.114 -7.156 3.614
H: 3.322 -6.608 5.124
C: -1.136 8.054 -4.185
C: -1.425 6.619 -4.493
C: -0.254 5.601 -4.288
O: -1.011 4.554 -3.545
C: -2.082 5.063 -3.015
O: -2.799 4.487 -2.217
O: -2.402 6.193 -3.545
H: -1.996 8.776 -4.246
H: -0.307 8.377 -4.834
H: -0.637 8.112 -3.245
H: -1.831 6.422 -5.495
H: 0.542 5.931 -3.658
H: 0.112 5.082 -5.170
C: 3.043 -2.806 -0.388
C: 3.299 -2.432 -1.864
C: 3.323 -0.947 -2.251
O: 4.639 -0.786 -2.825
C: 5.319 -1.919 -2.859
O: 6.429 -2.017 -3.324
O: 4.667 -2.875 -2.180
H: 3.352 -3.852 -0.194
H: 2.008 -2.578 -0.226
H: 3.518 -2.185 0.346
H: 2.651 -3.046 -2.412
H: 3.180 -0.312 -1.387
H: 2.547 -0.642 -3.031
C: -3.570 -0.608 2.014
C: -3.845 -1.887 1.342
C: -2.919 -2.294 0.129
O: -2.797 -3.732 0.318
C: -3.406 -4.056 1.535
O: -3.632 -5.202 1.850
O: -3.832 -3.034 2.236
H: -2.532 -0.542 2.357
H: -4.184 -0.385 2.926
H: -3.700 0.229 1.286
H: -4.886 -1.909 0.976
H: -1.962 -1.847 0.219
H: -3.286 -2.054 -0.892
C: -4.678 0.789 -4.767
C: -3.359 1.416 -5.169
C: -2.683 0.898 -6.439
O: -2.011 2.031 -6.934
C: -2.527 3.160 -6.412
O: -2.165 4.258 -6.679
O: -3.550 2.808 -5.570
H: -4.465 -0.164 -4.172
H: -5.148 0.414 -5.632
H: -5.223 1.386 -4.036
H: -2.775 1.401 -4.296
H: -3.421 0.502 -7.115
H: -1.865 0.208 -6.192
C: 3.495 2.979 0.476
C: 4.743 3.544 -0.250
C: 5.481 2.439 -1.105
O: 4.881 2.621 -2.430
C: 4.346 3.872 -2.469
O: 3.917 4.447 -3.423
O: 4.352 4.468 -1.250
H: 3.803 2.164 1.090
H: 2.827 2.607 -0.304
H: 2.943 3.707 1.059
H: 5.434 4.059 0.490
H: 5.349 1.362 -0.792
H: 6.536 2.580 -1.293
C: -7.118 3.314 -1.077
C: -5.675 3.035 -1.387
C: -4.758 3.161 -0.179
O: -3.895 1.989 -0.313
C: -4.448 1.145 -1.159
O: -4.005 0.075 -1.392
O: -5.610 1.640 -1.678
H: -7.145 4.336 -0.782
H: -7.430 2.629 -0.254
H: -7.751 3.170 -1.928
H: -5.338 3.557 -2.297
H: -5.333 3.123 0.725
H: -4.096 4.024 -0.212
C: -0.617 -0.779 -2.827
O: 0.096 -0.761 -1.629
C: -0.310 0.208 -0.741
C: 0.402 0.058 0.549
O: -0.252 -1.122 1.084
C: 0.414 -1.649 2.214
H: -0.373 -1.643 -3.436
H: -0.328 0.122 -3.487
H: -1.693 -0.899 -2.714
H: -1.390 0.052 -0.539
H: -0.177 1.254 -1.053
H: 0.210 0.973 1.111
H: 1.510 -0.077 0.542
H: -0.187 -2.480 2.681
H: 0.530 -0.872 2.954
H: 1.410 -2.028 1.932
C: -0.191 -2.924 6.848
N: 1.068 -2.520 6.146
O: 1.955 -3.298 5.961
O: 1.036 -1.362 5.704
H: -1.140 -2.717 6.294
H: -0.154 -2.456 7.832
H: 0.037 -3.955 7.039
C: -0.427 3.981 -0.175
N: -1.148 4.782 0.888
O: -0.730 5.888 1.142
O: -2.205 4.363 1.351
H: -0.066 3.027 0.245
H: 0.412 4.606 -0.475
H: -1.135 3.734 -1.027
C: -2.373 -6.832 4.396
N: -1.727 -5.729 5.177
O: -0.566 -5.437 5.026
O: -2.427 -5.299 6.027
H: -1.933 -6.876 3.394
H: -3.453 -6.517 4.308
H: -2.199 -7.755 4.906
C: 6.949 -0.637 1.951
N: 5.903 0.433 1.912
O: 6.134 1.519 2.339
O: 4.811 0.118 1.465
H: 6.666 -1.457 2.665
H: 7.862 -0.269 2.349
H: 7.067 -1.001 0.974
C: 0.060 -5.196 -0.612
N: 0.088 -4.945 -2.086
O: 0.129 -5.905 -2.813
O: 0.054 -3.796 -2.499
H: 0.440 -4.371 -0.109
H: 0.685 -6.034 -0.393
H: -0.956 -5.381 -0.276
C: -0.601 4.233 4.417
N: 0.330 3.647 3.456
O: 1.175 4.397 2.988
O: 0.226 2.468 3.233
H: -1.581 3.985 4.025
H: -0.377 5.317 4.493
H: -0.434 3.679 5.384

Here are the Mulliken charges for atoms 1 to 6, given in e: -0.878, 1.120, -0.555, -0.346, 0.459, -0.541

=====

# 5
Density functional theory data (wB97M-V/def2-TZVPD) for C36H39Ge2N6O2SbTi as an isolated structure.

Properties
- HOMO (spin up / spin down) (eV) = -16.9 / -16.9
- energy relative to the best compared isomer or geometry (same formula, charge and spin) (kcal/mol) = 28.7
- net charge = +3
- spin multiplicity = 2
- frontier orbital gap (spin up / spin down) (eV) = 6.86 / 6.34

Atoms and positions in Å:
Ti: 0.434 0.936 0.820
C: -2.883 1.171 2.099
C: -2.029 2.376 2.367
C: -2.625 3.486 2.952
C: -1.916 4.657 3.114
C: -0.603 4.696 2.660
C: -0.044 3.561 2.117
N: -0.726 2.399 2.000
Sb: 2.027 3.781 1.647
C: 2.542 1.991 2.743
C: 3.456 2.092 3.766
C: 3.924 0.936 4.387
C: 3.503 -0.289 3.914
C: 2.589 -0.350 2.868
C: 2.226 -1.694 2.296
N: 2.074 0.779 2.335
C: 2.366 2.721 -0.228
C: 3.044 3.474 -1.165
C: 3.628 2.834 -2.259
C: 3.595 1.456 -2.317
C: 2.926 0.737 -1.329
C: 3.060 -0.750 -1.242
N: 2.257 1.376 -0.354
H: -3.920 1.480 1.987
H: -2.596 0.671 1.183
H: -2.857 0.448 2.919
H: -3.665 3.422 3.249
H: -2.376 5.531 3.559
H: -0.031 5.612 2.726
H: 3.819 3.061 4.083
H: 4.637 0.999 5.203
H: 3.890 -1.212 4.329
H: 3.135 -2.220 2.001
H: 1.714 -2.321 3.029
H: 1.598 -1.630 1.415
H: 3.141 4.547 -1.045
H: 4.142 3.408 -3.023
H: 4.109 0.917 -3.105
H: 3.183 -1.209 -2.222
H: 3.956 -0.979 -0.657
H: 2.214 -1.218 -0.747
C: -2.374 -2.504 -3.445
Ge: -1.620 -0.715 -3.193
C: -2.987 0.660 -3.035
C: -0.079 -0.307 -4.303
Ge: -0.866 -1.497 -0.833
C: 0.300 -3.015 -0.969
C: 0.977 -3.114 -2.197
C: 1.716 -4.240 -2.518
C: 1.841 -5.266 -1.588
C: 1.214 -5.169 -0.345
C: 0.446 -4.059 -0.043
C: -2.364 -1.899 0.346
C: -2.332 -2.668 1.524
C: -3.497 -2.949 2.225
C: -4.724 -2.497 1.745
C: -4.777 -1.749 0.574
C: -3.606 -1.431 -0.101
H: -2.850 -2.455 -4.435
H: -3.151 -2.747 -2.719
H: -1.625 -3.292 -3.467
H: -2.798 1.435 -3.781
H: -3.008 1.133 -2.053
H: -3.968 0.223 -3.237
H: -0.352 0.475 -5.016
H: 0.237 -1.187 -4.868
H: 0.751 0.065 -3.706
H: 0.921 -2.308 -2.923
H: 2.204 -4.320 -3.484
H: 2.427 -6.146 -1.829
H: 1.312 -5.975 0.373
H: -0.058 -4.032 0.914
H: -1.402 -3.086 1.896
H: -3.452 -3.545 3.130
H: -5.637 -2.735 2.281
H: -5.732 -1.401 0.194
H: -3.680 -0.809 -0.988
O: -0.437 -0.374 2.174
H: -0.349 -0.161 3.111
H: -1.184 -0.985 2.030
O: -0.434 1.820 -0.602
N: -0.426 1.921 -1.933
C: -0.356 3.134 -2.329
C: -0.360 3.350 -3.749
N: -0.367 3.456 -4.896
C: -0.257 4.230 -1.398
N: -0.154 5.056 -0.610

Here are the Mulliken charges for atoms 1 to 6, given in e: -0.213, -0.872, 0.713, -0.885, -0.732, -0.802

=====

# 6
Density functional theory data (wB97M-V/def2-TZVPD) for a 2-piece molecular cluster, C3H11NO2 overall.

Properties
- HOMO (eV) = -8.9
- energy relative to the best compared isomer or geometry (same formula, charge and spin) (kcal/mol) = 12.1
- SMILES = C[C@@H](O)CN.O
- frontier orbital gap (eV) = 9.77

Atoms and positions in Å:
C: 1.456 1.367 0.515
C: 0.368 1.483 -0.577
C: 0.766 0.646 -1.795
O: -0.896 1.080 -0.071
N: 1.153 2.004 1.797
H: 2.293 1.962 0.146
H: 1.663 0.296 0.556
H: 0.316 2.539 -0.858
H: 0.479 -0.395 -1.666
H: 1.847 0.720 -1.963
H: 0.283 1.052 -2.691
H: -1.367 0.560 -0.727
H: 0.549 2.808 1.741
H: 0.774 1.358 2.464
H: -3.638 -5.175 0.845
H: -3.162 -6.601 1.163
O: -2.885 -5.702 1.123

Here are the natural (NBO) charges for atoms 1 to 6, given in e: -0.229, 0.089, -0.646, -0.728, -0.844, 0.182

=====

# 7
Density functional theory data (wB97M-V/def2-TZVPD) for one molecule with the formula C5H10N2.

Properties
- HOMO (spin up / spin down) (eV) = -7.4 / -7.5
- energy relative to the best compared isomer or geometry (same formula, charge and spin) (kcal/mol) = 112.6
- frontier orbital gap (spin up / spin down) (eV) = 7.63 / 8.09

Atoms and positions in Å:
C: 0.048 -0.415 2.027
C: -0.220 -1.444 0.861
C: -0.349 -0.770 -0.413
C: 0.702 -1.065 -1.463
C: -0.144 2.426 0.117
N: 0.207 0.808 1.802
N: 0.438 1.214 0.623
H: -0.009 -0.781 2.988
H: 0.697 -2.008 0.825
H: -1.091 -2.087 1.303
H: -1.341 -0.429 -0.619
H: 1.688 -0.898 -1.114
H: 0.585 -0.713 -2.467
H: 0.793 -2.082 -1.557
H: 0.099 2.282 -0.940
H: -1.297 2.502 0.403
H: 0.142 3.533 0.446

Here are the natural (NBO) charges for atoms 1 to 6, given in e: 0.036, -0.542, -0.036, -0.664, -0.451, -0.175

=====

# 8
Density functional theory data (wB97M-V/def2-TZVPD) for one molecule with the formula C5H9N.

Properties
- HOMO (eV) = -9.2
- energy relative to the best compared isomer or geometry (same formula, charge and spin) (kcal/mol) = 45.9
- SMILES = C=CC(N)C=C
- frontier orbital gap (eV) = 10.37

Atoms and positions in Å:
C: -0.017 0.430 -0.231
C: -1.028 -0.470 0.490
C: -2.035 -1.114 -0.158
C: 1.340 0.027 0.320
C: 2.212 -0.847 -0.245
H: -0.545 2.097 0.854
H: -1.148 2.047 -0.816
H: -0.153 0.133 -1.259
H: -0.983 -0.498 1.616
H: -2.711 -1.787 0.374
H: -2.126 -1.065 -1.281
H: 1.640 0.351 1.361
H: 3.125 -1.133 0.336
H: 2.129 -1.275 -1.231
N: -0.295 1.854 -0.145

Here are the natural (NBO) charges for atoms 1 to 6, given in e: -0.149, -0.173, -0.412, -0.173, -0.390, 0.359

=====

# 9
Density functional theory data (wB97M-V/def2-TZVPD) for one molecule with the formula C26H28N6O2.

Properties
- HOMO (eV) = -7.4
- energy relative to the best compared isomer or geometry (same formula, charge and spin) (kcal/mol) = 5.8
- SMILES = Cc1cccc2cc([C@H](c3nnnn3C[C@H]3CCCO3)N3CCCc4ccccc43)c(=O)[nH]c12
- frontier orbital gap (eV) = 7.52

Atoms and positions in Å:
C: 1.379 -2.856 4.500
C: 2.178 -2.431 3.303
C: 3.507 -2.783 3.169
C: 4.259 -2.392 2.062
C: 3.685 -1.634 1.071
C: 2.341 -1.252 1.170
C: 1.589 -1.657 2.288
N: 0.275 -1.281 2.352
C: -0.399 -0.534 1.421
O: -1.591 -0.302 1.577
C: 0.401 -0.085 0.290
C: 1.693 -0.463 0.173
H: 2.265 -0.181 -0.699
C: -0.306 0.782 -0.742
N: 0.159 2.150 -0.777
C: -0.466 3.151 -0.049
C: -1.504 2.893 0.852
C: -2.146 3.916 1.522
C: -1.769 5.232 1.327
C: -0.728 5.498 0.457
C: -0.071 4.490 -0.230
C: 1.065 4.871 -1.142
C: 1.391 3.748 -2.113
C: 1.464 2.442 -1.331
H: 2.213 2.533 -0.530
H: 1.750 1.629 -1.997
H: 0.606 3.663 -2.867
H: 2.337 3.935 -2.622
H: 1.948 5.093 -0.533
H: 0.809 5.785 -1.684
H: -0.410 6.520 0.298
H: -2.268 6.035 1.848
H: -2.943 3.674 2.210
H: -1.812 1.885 1.074
C: -0.201 0.093 -2.061
N: 0.840 -0.020 -2.858
N: 0.463 -0.784 -3.874
N: -0.740 -1.152 -3.746
N: -1.212 -0.618 -2.618
C: -2.521 -0.932 -2.134
H: -3.025 -0.018 -1.814
H: -3.058 -1.362 -2.981
C: -2.444 -1.951 -0.950
H: -2.680 -1.435 -0.015
C: -3.326 -3.172 -1.207
H: -3.533 -3.675 -0.262
H: -4.268 -2.918 -1.688
C: -2.407 -4.030 -2.078
H: -2.476 -3.729 -3.123
C: -1.018 -3.692 -1.523
H: -0.662 -4.450 -0.817
O: -1.136 -2.466 -0.805
H: -0.273 -3.577 -2.317
H: -2.627 -5.092 -2.004
H: -1.366 0.798 -0.472
H: -0.283 -1.602 3.134
H: 4.255 -1.324 0.209
H: 5.294 -2.689 1.992
H: 3.974 -3.376 3.941
H: 1.999 -3.435 5.179
H: 0.532 -3.475 4.202
H: 1.000 -1.989 5.041

Here are the natural (NBO) charges for atoms 1 to 6, given in e: -0.639, -0.071, -0.170, -0.237, -0.158, -0.150

=====

# 10
Density functional theory data (wB97M-V/def2-TZVPD) for an isolated ion of composition CH2NO4S and charge -1.

Properties
- HOMO (eV) = -5.3
- energy relative to the best compared isomer or geometry (same formula, charge and spin) (kcal/mol) = 8.1
- SMILES = NC(=O)S(=O)(=O)[O-]
- net charge = -1
- frontier orbital gap (eV) = 9.40

Atoms and positions in Å:
C: 0.259 -0.070 1.469
N: -0.701 0.341 0.601
O: -1.690 -1.761 1.816
O: 1.144 0.591 1.899
O: 0.643 -2.331 2.772
O: 0.304 -2.352 0.374
S: -0.076 -1.839 1.665
H: -0.924 1.323 0.428
H: -1.505 -0.262 0.838

Here are the natural (NBO) charges for atoms 1 to 6, given in e: 0.404, -0.862, -1.052, -0.607, -0.972, -0.995

=====

# 11
Density functional theory data (wB97M-V/def2-TZVPD) for a 2-piece molecular cluster, C6H7NO3 overall.

Properties
- HOMO (eV) = -10.0
- energy relative to the best compared isomer or geometry (same formula, charge and spin) (kcal/mol) = 58.0
- SMILES = N#CC1=CCO[C@@H]1C=O.O
- frontier orbital gap (eV) = 9.75

Atoms and positions in Å:
O: -4.979 1.877 0.960
C: -4.546 2.481 1.910
C: -4.029 1.816 3.179
O: -4.726 0.624 3.407
C: -3.840 -0.485 3.474
C: -2.480 0.133 3.545
C: -2.558 1.409 3.136
C: -1.501 2.071 2.419
N: -0.895 2.719 1.650
H: -4.134 3.503 1.762
H: -4.206 2.544 3.992
H: -4.073 -1.080 4.369
H: -3.940 -1.145 2.595
H: -1.571 -0.442 3.712
O: -2.756 0.432 -0.414
H: -3.571 0.655 0.065
H: -2.139 1.271 -0.447

Here are the natural (NBO) charges for atoms 1 to 6, given in e: -0.506, 0.431, -0.007, -0.492, -0.103, -0.082